(1)
The following is a DFT calculation (ωB97M-V/def2-TZVPD) of a 2-piece molecular cluster, C10H12NO3 overall at a distorted geometry.

The geometry in XYZ format:
```
26
Properties=species:S:1:pos:R:3:nbo_charge:R:1
O 2.529 -3.735 2.245 -0.665
C 1.469 -3.028 1.696 0.034
C 0.607 -3.679 0.642 0.276
N -0.009 -2.759 0.035 -0.395
C 0.359 -1.402 0.485 -0.245
C 1.769 -1.712 0.999 -0.405
H 2.194 -4.267 2.983 0.493
H 0.742 -2.809 2.494 0.200
H 0.531 -4.726 0.422 0.251
H -0.671 -2.936 -0.714 0.447
H 0.414 -0.742 -0.361 0.267
H -0.224 -1.061 1.324 0.237
H 2.464 -1.835 0.185 0.235
H 2.201 -1.002 1.688 0.264
C -1.094 2.800 0.240 -0.249
C -2.109 3.528 -0.218 -0.202
C -2.294 3.760 -1.674 0.465
O -3.215 4.420 -2.092 -0.446
C -1.302 3.148 -2.596 -0.202
C -0.288 2.420 -2.134 -0.249
C -0.111 2.189 -0.683 0.492
O 0.817 1.518 -0.261 -0.554
H -0.937 2.624 1.297 0.231
H -2.839 3.985 0.438 0.243
H -1.452 3.331 -3.653 0.244
H 0.448 1.970 -2.788 0.233
```

The value obtained for the gap between HOMO and LUMO is 0.3009 hartree. The calculation puts the highest occupied orbital energy at -12.737 eV. The total charge is +1. As for the energy above the lowest of the compared OMol25 structures with the same formula, charge and spin: 0.000 eV. Its LUMO energy is -4.55 eV.



(2)
The following is a DFT calculation (ωB97M-V/def2-TZVPD) of an isolated ion of composition C10H12NO3S and charge -1 at a distorted geometry.

The geometry in XYZ format:
```
27
Properties=species:S:1:pos:R:3:nbo_charge:R:1
C 2.038 -2.766 -0.195 -0.189
C 0.775 -2.623 -0.978 -0.357
C 2.471 -1.742 0.571 -0.271
C 0.152 -1.326 -0.822 -0.189
C 1.777 -0.466 0.770 -0.045
C 0.618 -0.379 -0.018 0.056
C 2.344 0.487 1.671 -0.697
C -1.443 0.846 -0.196 0.111
C -2.253 1.947 -0.713 -0.750
C 0.561 2.128 -0.219 -0.444
N -0.146 0.899 -0.126 -0.294
O -3.346 -0.754 -0.973 -1.007
O -2.124 -1.575 0.933 -0.953
O -3.600 0.492 1.154 -0.977
S -2.774 -0.409 0.328 2.369
H 2.613 -3.753 -0.007 0.194
H 0.459 -3.329 -1.759 0.204
H 3.333 -1.905 1.129 0.186
H -0.818 -1.226 -1.341 0.233
H 1.739 1.216 2.046 0.177
H 3.392 0.137 2.079 0.188
H -2.877 2.535 0.014 0.277
H -3.147 1.556 -1.324 0.289
H -1.743 2.691 -1.334 0.202
H 1.683 1.954 -0.213 0.275
H 0.016 2.515 -1.120 0.206
H 0.302 2.849 0.646 0.206
```

The value obtained for the gap between HOMO and LUMO (alpha / beta) is 0.2077 / 0.2078 hartree. The calculation puts the highest occupied orbital energy (alpha / beta) at -2.610 / -2.612 eV. The total charge is -1. As for the energy above the lowest of the compared OMol25 structures with the same formula, charge and spin: 2.024 eV. Its LUMO energy (alpha / beta) is 3.04 / 3.04 eV.



(3)
The following is a DFT calculation (ωB97M-V/def2-TZVPD) of an isolated ion of composition C10H12NOS and charge +1 at a distorted geometry.

The geometry in XYZ format:
```
25
Properties=species:S:1:pos:R:3:nbo_charge:R:1
O -1.098 -1.281 1.401 -0.687
C -0.879 -0.631 0.216 0.471
N -1.875 -1.211 -0.908 -0.565
C -3.224 -0.970 -0.355 -0.331
S -3.320 0.923 -0.097 0.331
C -1.650 1.074 0.213 -0.210
C -0.671 1.979 0.101 -0.256
C 0.629 1.447 -0.016 0.018
C 1.866 1.983 0.099 -0.187
C 3.041 1.135 -0.084 -0.220
C 2.941 -0.200 0.105 -0.145
C 1.623 -0.897 0.445 -0.452
C 0.460 -0.153 -0.219 -0.364
H -0.447 -1.960 1.617 0.510
H -1.611 -2.146 -1.131 0.434
H -1.586 -0.701 -1.768 0.449
H -3.907 -1.074 -1.131 0.254
H -3.211 -1.280 0.684 0.283
H -0.764 3.112 0.046 0.267
H 1.928 2.976 0.351 0.228
H 3.900 1.733 -0.218 0.235
H 3.884 -0.838 0.225 0.234
H 1.805 -1.856 0.160 0.223
H 1.440 -1.022 1.601 0.213
H 0.726 -0.140 -1.336 0.264
```

The value obtained for the gap between HOMO and LUMO is 0.2883 hartree. The calculation puts the highest occupied orbital energy at -11.166 eV. The total charge is +1. As for the energy above the lowest of the compared OMol25 structures with the same formula, charge and spin: 4.004 eV. Its LUMO energy is -3.32 eV.



(4)
The following is a DFT calculation (ωB97M-V/def2-TZVPD) of one molecule with the formula C10H12NPS2 at a distorted geometry.

The geometry in XYZ format:
```
26
Properties=species:S:1:pos:R:3:nbo_charge:R:1
C 0.141 -0.459 2.619 -0.423
N -0.105 -0.616 1.207 -0.694
C -0.992 -1.672 0.910 -0.419
P 1.521 -0.629 0.415 1.013
C 1.659 1.104 0.052 -0.568
C 0.836 2.128 0.436 -0.239
C 1.313 3.388 -0.104 -0.265
C 2.522 3.237 -0.667 -0.412
S 3.075 1.623 -0.813 0.452
C 1.047 -1.092 -1.309 -0.549
C 0.411 -0.309 -2.301 -0.251
C 0.267 -1.019 -3.453 -0.272
C 0.625 -2.328 -3.412 -0.395
S 1.237 -2.754 -1.817 0.459
H 0.913 0.172 2.706 0.195
H -0.689 0.057 3.107 0.190
H 0.212 -1.347 3.277 0.183
H -1.071 -1.701 -0.297 0.219
H -0.692 -2.756 1.195 0.157
H -1.891 -1.534 1.490 0.202
H 0.054 1.880 1.087 0.239
H 0.593 4.123 -0.178 0.227
H 3.334 4.013 -0.816 0.244
H 0.490 0.750 -2.368 0.237
H 0.108 -0.536 -4.397 0.224
H 0.367 -3.158 -4.164 0.247
```

The value obtained for the gap between HOMO and LUMO is 0.3121 hartree. The calculation puts the highest occupied orbital energy at -7.973 eV. The total charge is 0. Its LUMO energy is 0.52 eV.



(5)
The following is a DFT calculation (ωB97M-V/def2-TZVPD) of a 2-piece molecular cluster, C10H12O overall at a distorted geometry.

The geometry in XYZ format:
```
23
Properties=species:S:1:pos:R:3:nbo_charge:R:1
C 1.756 0.729 -0.133 0.313
C 2.781 -0.291 0.275 -0.244
C 2.403 -1.555 0.016 -0.220
C 1.123 -1.879 -0.363 -0.195
C 0.064 -0.952 -0.200 -0.002
C -1.418 -1.480 -0.109 -0.435
C -2.180 -0.277 0.411 -0.412
C -1.888 1.166 -0.164 -0.398
C -0.439 1.532 0.039 -0.433
C 0.369 0.351 -0.198 -0.114
H 1.513 2.962 -1.479 0.249
H 3.864 0.184 0.479 0.248
H 3.092 -2.420 0.487 0.216
H 0.901 -2.890 -0.318 0.207
H -1.523 -2.115 1.026 0.229
H -1.930 -1.899 -1.022 0.242
H -2.195 -0.148 1.535 0.202
H -3.350 -0.299 0.048 0.208
H -2.313 1.052 -1.326 0.195
H -2.651 1.946 0.307 0.220
H -0.005 2.337 -0.616 0.226
H -0.251 1.851 1.189 0.237
O 2.276 2.094 0.115 -0.541
```

The value obtained for the gap between HOMO and LUMO is 0.2198 hartree. The calculation puts the highest occupied orbital energy at -8.329 eV. The total charge is 0. As for the energy above the lowest of the compared OMol25 structures with the same formula, charge and spin: 8.671 eV. Its LUMO energy is -2.35 eV.



(6)
The following is a DFT calculation (ωB97M-V/def2-TZVPD) of C10H12O3 as an isolated structure at a distorted geometry.

The geometry in XYZ format:
```
25
Properties=species:S:1:pos:R:3:nbo_charge:R:1
C 2.355 0.975 -0.273 -0.183
C 1.554 1.452 -1.222 -0.196
C -1.010 -2.283 0.086 -0.124
C -2.124 -1.602 0.007 -0.287
C 1.898 0.086 0.923 -0.425
C 0.380 -1.737 0.075 -0.429
C 0.108 1.233 -1.080 -0.525
C 0.522 -0.339 0.803 -0.301
C -2.095 -0.126 0.000 0.452
C -0.360 0.733 0.252 0.341
O -2.642 0.631 -1.008 -0.269
O -2.983 0.819 0.350 -0.267
O -0.610 1.766 1.196 -0.739
H 3.398 1.164 -0.368 0.202
H 1.704 2.051 -2.106 0.217
H -1.261 -3.325 -0.003 0.219
H -3.201 -1.849 0.064 0.231
H 2.531 -0.749 1.111 0.218
H 2.092 0.700 1.874 0.229
H 1.103 -2.537 0.632 0.221
H 0.827 -1.671 -0.934 0.237
H -0.379 2.231 -1.198 0.231
H -0.417 0.696 -1.951 0.231
H 0.074 -0.526 1.744 0.224
H -1.466 2.206 1.027 0.491
```

The value obtained for the gap between HOMO and LUMO is 0.3613 hartree. The calculation puts the highest occupied orbital energy at -9.023 eV. The total charge is 0. As for the energy above the lowest of the compared OMol25 structures with the same formula, charge and spin: 7.186 eV. Its LUMO energy is 0.81 eV.



(7)
The following is a DFT calculation (ωB97M-V/def2-TZVPD) of one molecule with the formula C10H12O4.

The geometry in XYZ format:
```
26
Properties=species:S:1:pos:R:3:nbo_charge:R:1
C 1.689 -1.135 -2.036 -0.255
O 0.678 -0.494 -1.282 -0.519
C 0.963 0.713 -0.704 0.237
C 2.158 1.412 -0.832 -0.284
C 2.346 2.614 -0.142 -0.202
C 1.316 3.159 0.624 -0.225
C 0.086 2.485 0.699 -0.265
C -0.086 1.276 0.050 0.305
O -1.279 0.605 0.114 -0.541
C -1.570 0.009 1.376 -0.058
C -0.951 -1.383 1.522 -0.556
C -1.550 -2.421 0.571 0.787
O -1.972 -3.480 0.969 -0.581
O -1.581 -2.111 -0.728 -0.686
H 1.254 -2.090 -2.374 0.214
H 2.585 -1.340 -1.435 0.182
H 1.972 -0.548 -2.913 0.182
H 2.977 1.021 -1.414 0.223
H 3.302 3.130 -0.224 0.219
H 1.460 4.091 1.166 0.220
H -0.739 2.905 1.263 0.226
H -1.219 0.671 2.177 0.186
H -2.662 -0.082 1.434 0.200
H -1.075 -1.746 2.537 0.245
H 0.122 -1.309 1.325 0.230
H -1.158 -1.241 -0.894 0.516
```

The value obtained for the gap between HOMO and LUMO is 0.3544 hartree. The calculation puts the highest occupied orbital energy at -8.979 eV. The total charge is 0. As for the energy above the lowest of the compared OMol25 structures with the same formula, charge and spin: 0.269 eV. Its LUMO energy is 0.66 eV.



(8)
The following is a DFT calculation (ωB97M-V/def2-TZVPD) of one molecule with the formula C10H12OS at a distorted geometry.

The geometry in XYZ format:
```
24
Properties=species:S:1:pos:R:3:nbo_charge:R:1
C 3.440 0.552 0.685 -0.756
S 1.685 0.909 0.921 0.149
C 0.902 0.159 -0.575 0.159
O 1.516 0.637 -1.706 -0.705
C 0.930 -1.426 -0.628 -0.405
C -0.262 -1.889 0.270 -0.427
C -1.222 -0.716 0.185 0.006
C -2.598 -0.778 0.543 -0.203
C -3.331 0.428 0.488 -0.218
C -2.629 1.586 0.059 -0.198
C -1.284 1.614 -0.382 -0.208
C -0.558 0.430 -0.256 -0.086
H 3.373 -0.089 -0.152 0.228
H 3.843 -0.024 1.606 0.221
H 3.992 1.530 0.576 0.228
H 1.189 1.526 -1.854 0.475
H 1.921 -1.898 -0.338 0.219
H 0.591 -1.581 -1.656 0.215
H 0.214 -2.045 1.249 0.215
H -0.593 -2.772 -0.032 0.208
H -2.858 -1.809 0.840 0.224
H -4.300 0.517 0.980 0.225
H -3.076 2.630 0.067 0.215
H -0.885 2.510 -0.892 0.215
```

The value obtained for the gap between HOMO and LUMO is 0.3419 hartree. The calculation puts the highest occupied orbital energy at -8.502 eV. The total charge is 0. As for the energy above the lowest of the compared OMol25 structures with the same formula, charge and spin: 0.497 eV. Its LUMO energy is 0.80 eV.



no.,E_tot (eV)
1,-18188.63473
2,-29029.85352
3,-24926.85493
4,-43011.22648
5,-12603.40454
6,-16700.49637
7,-18754.35312
8,-23446.36571